The following is a quantum chemistry calculation of 14 unconnected molecules or ions with the total composition C28H83Br2N29O16, from the OMol25 dataset.

```
158
Properties=species:S:1:pos:R:3:forces:R:3:mulliken_charge:R:1
C 0.617341 3.366539 5.110460 0.214 0.119 -0.188 -0.902
C 1.795538 3.608026 4.164202 -0.117 0.017 -0.110 -0.516
C 2.099937 2.326475 3.373104 0.197 -0.006 0.079 0.847
N 2.603214 2.620360 2.051555 0.285 0.316 0.195 0.027
C 2.956527 1.560936 1.171038 0.114 -0.121 0.253 -2.569
N 3.921927 1.965117 0.161038 0.156 0.110 -0.097 0.490
N 5.165215 2.404818 0.783581 -0.013 0.121 0.016 -0.868
C 1.792941 0.808043 0.398845 -0.181 -0.136 -0.134 2.042
C 0.726152 1.861372 -0.020003 0.335 -0.025 -0.065 -1.486
O 0.081026 2.399063 1.109498 -0.093 0.116 -0.138 -0.354
C -1.162497 1.833933 1.463541 -0.055 -0.058 -0.012 -0.193
O 1.179618 -0.077956 1.351508 -0.223 0.033 -0.061 0.720
C 0.508522 -1.284283 0.959897 0.117 -0.237 -0.052 -0.908
C -0.353049 -1.367256 -0.303518 0.037 0.073 0.118 0.105
O -1.721065 -1.229819 0.037153 0.081 0.084 -0.012 -0.312
C -2.587537 -1.576082 -1.042086 -0.018 -0.082 -0.036 -0.996
C -2.630950 -0.580280 -2.191455 -0.128 0.051 0.043 0.499
C -3.343773 0.739090 -1.840171 0.146 0.073 0.043 -1.356
C 2.489688 -0.003378 -0.703715 -0.049 0.156 -0.396 -0.373
Br 3.699283 -1.270919 0.065966 0.117 -0.176 0.122 -0.143
C 2.551811 0.013336 -2.039231 -0.024 -0.125 0.292 0.700
C 3.465489 -0.834250 -2.888038 -0.080 0.001 -0.015 -1.588
Br 1.506130 1.201297 -3.107276 -0.195 0.136 0.233 -0.221
H 0.455772 4.187237 5.815670 0.090 -0.069 -0.073 0.438
H 0.835284 2.447367 5.656333 -0.318 0.086 0.139 0.096
H -0.300353 3.242716 4.524283 0.058 -0.134 0.151 0.174
H 1.575226 4.419724 3.459316 -0.045 -0.068 0.097 0.321
H 2.670629 3.925684 4.737992 0.018 -0.040 -0.133 0.353
H 1.195883 1.699820 3.359127 0.011 0.050 -0.046 -0.375
H 2.890665 1.768686 3.892070 -0.242 -0.120 0.047 -0.396
H 2.163806 3.419945 1.622567 -0.158 -0.146 -0.092 0.376
H 3.420741 0.784597 1.793444 0.010 0.087 -0.115 0.767
H 3.572286 2.810832 -0.283772 -0.141 -0.025 0.028 0.391
H 5.852390 2.384991 0.034160 0.046 -0.157 0.056 0.359
H 5.442125 1.658864 1.417520 0.035 0.015 0.076 0.183
H 1.234819 2.702488 -0.508327 -0.022 -0.154 -0.037 0.378
H 0.003804 1.465546 -0.733920 -0.110 -0.089 0.038 0.282
H -1.752021 1.600497 0.573472 -0.083 -0.033 -0.003 0.149
H -1.690105 2.580539 2.062594 0.059 -0.079 -0.066 0.327
H -1.042061 0.920163 2.052916 0.016 0.020 -0.026 -0.128
H 1.253584 -2.088412 0.920001 -0.069 0.152 -0.050 0.350
H -0.170394 -1.513266 1.785823 0.072 0.068 -0.088 -0.178
H -0.066700 -0.633235 -1.052196 0.130 0.126 -0.089 -0.204
H -0.184191 -2.356023 -0.760230 -0.061 0.075 0.078 0.552
H -3.583011 -1.664824 -0.593936 0.076 0.023 -0.036 0.397
H -2.299868 -2.569928 -1.417840 0.010 0.067 0.006 0.354
H -3.139767 -1.072726 -3.023631 0.038 0.044 0.032 0.236
H -1.621071 -0.382216 -2.560071 0.001 -0.061 0.019 0.132
H -4.165023 0.932454 -2.532772 0.026 0.001 0.088 0.411
H -3.747297 0.716203 -0.822527 -0.027 -0.023 -0.099 0.341
H -2.674273 1.604727 -1.888015 -0.044 -0.127 -0.004 0.218
H 3.194850 -1.891689 -2.805536 0.078 0.100 0.037 0.322
H 4.500460 -0.717757 -2.556680 -0.084 -0.021 -0.024 0.414
H 3.393286 -0.547101 -3.935641 0.000 -0.011 0.086 0.460
C -3.466470 -2.676482 -5.926263 -0.103 -0.026 0.032 0.652
O -3.210633 -1.680269 -5.263208 0.088 0.008 -0.049 -0.664
N -4.470405 -3.531698 -5.602585 0.204 0.037 0.075 -0.286
N -2.742817 -2.995102 -7.048238 0.021 -0.048 0.051 -0.422
H -4.682017 -4.348863 -6.141592 -0.016 0.021 -0.052 0.172
H -5.034428 -3.321691 -4.789680 -0.149 -0.012 -0.076 0.286
H -2.008562 -2.368050 -7.313514 -0.004 0.029 -0.008 0.233
H -2.940936 -3.791703 -7.621707 -0.036 0.013 -0.023 0.148
C 5.709400 0.713156 4.928599 -0.147 0.038 0.072 0.731
O 6.235008 0.673304 3.832889 -0.004 0.013 -0.075 -0.682
N 4.607059 -0.030715 5.242370 0.112 -0.046 -0.023 -0.234
N 6.181738 1.511285 5.944121 0.168 -0.182 0.082 -0.483
H 4.133147 -0.004973 6.125409 -0.080 0.065 -0.020 0.110
H 4.237143 -0.607808 4.511531 -0.043 -0.008 0.011 0.091
H 6.977520 2.089720 5.745490 -0.040 0.055 -0.062 0.204
H 5.729358 1.587914 6.835315 -0.126 0.125 -0.063 0.179
C 8.191179 2.488233 -2.227198 0.070 0.006 0.062 0.623
O 7.571079 2.155084 -1.233042 -0.046 -0.014 -0.090 -0.664
N 8.481879 1.608511 -3.234249 -0.056 0.057 -0.011 -0.399
N 8.647983 3.764645 -2.407168 -0.063 -0.024 -0.045 -0.393
H 9.003203 1.857032 -4.052417 0.026 0.001 0.004 0.160
H 8.172185 0.662759 -3.115908 0.011 -0.018 0.019 0.213
H 8.462075 4.421893 -1.673195 0.008 0.000 0.023 0.223
H 9.172563 4.057189 -3.208522 0.025 -0.008 0.001 0.164
C 1.541471 4.952772 -6.230896 -0.045 -0.017 0.114 0.665
O 1.105196 5.896831 -6.875120 0.165 -0.045 -0.059 -0.715
N 2.777581 4.971646 -5.648094 -0.023 -0.039 -0.106 -0.316
N 0.822738 3.812343 -6.034683 0.042 0.020 -0.021 -0.323
H 3.136094 4.213899 -5.098171 -0.018 0.002 0.038 0.144
H 3.319061 5.809212 -5.739720 -0.006 0.028 0.028 0.190
H -0.096354 3.766090 -6.432559 -0.004 0.005 -0.014 0.191
H 1.172611 3.034239 -5.508963 -0.012 -0.043 0.016 0.101
C -7.226551 -2.992542 -2.657507 -0.019 0.105 0.044 0.692
O -6.584705 -3.165637 -3.686143 0.004 -0.097 0.048 -0.771
N -8.501388 -2.535167 -2.669933 0.173 0.199 0.014 -0.312
N -6.682608 -3.244130 -1.423997 -0.032 -0.014 -0.049 -0.407
H -9.040797 -2.396865 -1.837999 0.013 -0.070 0.042 0.138
H -8.954089 -2.430390 -3.565812 -0.127 -0.263 -0.015 0.246
H -5.735675 -3.570522 -1.396526 0.026 0.016 -0.009 0.202
H -7.178901 -3.101303 -0.566212 -0.009 0.014 0.004 0.151
C 9.135896 -0.678573 8.249562 0.032 0.022 0.068 0.613
O 9.862158 -0.536163 7.287599 -0.017 -0.006 -0.002 -0.647
N 7.868569 -0.177091 8.314974 0.028 -0.073 -0.050 -0.283
N 9.553554 -1.361379 9.374857 0.017 0.206 0.144 -0.474
H 7.284911 -0.271585 9.123600 0.011 0.027 0.022 0.168
H 7.528628 0.327268 7.513828 0.014 -0.064 -0.037 0.262
H 10.482434 -1.737988 9.355532 -0.012 -0.065 -0.044 0.185
H 8.961630 -1.548897 10.161564 -0.111 -0.182 -0.115 0.209
C 9.575699 1.912573 12.229305 -0.030 -0.031 0.015 0.570
O 9.207026 2.565509 11.272075 -0.009 -0.008 0.023 -0.625
N 9.777332 2.470725 13.464773 -0.016 -0.032 -0.031 -0.390
N 9.811336 0.563973 12.151183 -0.102 0.048 0.030 -0.340
H 10.085429 1.951319 14.263530 0.021 -0.006 -0.001 0.159
H 9.615700 3.455861 13.551241 0.001 0.016 -0.006 0.228
H 9.684964 0.129228 11.253931 0.158 0.070 -0.055 0.278
H 10.095626 0.010034 12.935825 0.035 0.009 0.003 0.148
C -10.433950 -4.349871 -5.440672 0.079 -0.076 -0.247 0.733
O -10.200596 -3.287465 -4.870952 -0.083 0.142 0.016 -0.749
N -11.396652 -5.208584 -5.016909 -0.027 0.150 -0.021 -0.336
N -9.737504 -4.731772 -6.552258 -0.036 0.010 0.192 -0.339
H -11.588544 -6.073783 -5.483380 0.016 -0.013 -0.013 0.130
H -11.938939 -4.976885 -4.199479 0.089 -0.113 0.090 0.247
H -9.039269 -4.105631 -6.910433 0.008 -0.021 -0.091 0.142
H -9.918357 -5.585782 -7.043051 -0.015 0.002 -0.019 0.160
C -9.456810 -2.032950 -8.776723 -0.136 -0.018 0.099 0.656
O -8.476784 -2.658963 -9.148569 0.017 -0.085 0.030 -0.655
N -10.516895 -1.779651 -9.607396 0.057 -0.010 0.035 -0.395
N -9.581393 -1.560137 -7.504565 0.112 0.142 -0.156 -0.310
H -11.330796 -1.270494 -9.322431 0.008 0.027 0.007 0.159
H -10.451450 -2.118304 -10.547917 0.009 -0.002 -0.017 0.220
H -8.830135 -1.743403 -6.865198 -0.027 0.005 0.069 0.181
H -10.403223 -1.105358 -7.156665 -0.043 -0.077 0.032 0.144
C 1.827513 9.034574 -9.295236 0.021 0.006 0.073 0.584
O 1.405355 9.984896 -9.933955 0.014 -0.035 -0.010 -0.657
N 3.082585 9.043472 -8.733434 -0.015 -0.018 -0.029 -0.349
N 1.115021 7.896107 -9.081913 0.035 -0.068 -0.210 -0.289
H 3.443142 8.279122 -8.196700 -0.019 -0.014 0.011 0.160
H 3.637931 9.866241 -8.864708 -0.003 0.021 0.000 0.202
H 0.184464 7.868206 -9.451929 -0.029 0.056 0.009 0.182
H 1.420901 7.132504 -8.501324 -0.100 0.088 0.195 0.213
C -12.428671 -6.100699 -1.304285 -0.021 0.031 0.029 0.680
O -12.742296 -5.726507 -2.423264 -0.026 -0.013 -0.029 -0.705
N -12.239533 -5.223706 -0.274145 0.039 -0.043 -0.034 -0.397
N -12.251299 -7.419403 -1.000704 0.002 0.052 0.002 -0.394
H -11.993151 -5.507215 0.654378 -0.012 -0.008 0.010 0.168
H -12.379868 -4.251188 -0.471725 -0.018 0.013 -0.006 0.218
H -12.386654 -8.082719 -1.739545 -0.001 -0.007 -0.016 0.213
H -11.998170 -7.746867 -0.088596 0.001 0.002 0.011 0.165
C 0.104127 -0.515764 5.541489 -0.179 0.139 -0.334 0.540
O 1.035392 0.164304 5.923934 0.165 -0.058 0.276 -0.620
N 0.084034 -1.051054 4.277138 0.216 -0.293 0.255 -0.106
N -0.982626 -0.800198 6.322288 0.129 -0.083 0.032 -0.422
H -0.687712 -1.576867 3.911052 -0.078 0.115 -0.016 0.153
H 0.823229 -0.761924 3.656262 -0.097 0.161 -0.132 -0.030
H -0.998505 -0.406213 7.244205 -0.004 0.013 0.012 0.252
H -1.760899 -1.347208 6.007662 -0.023 0.035 -0.032 0.147
C 2.671172 -4.139629 6.221476 0.067 0.055 -0.018 0.580
O 3.074089 -4.793012 7.166915 -0.024 0.004 -0.017 -0.654
N 1.522029 -3.400145 6.271018 -0.063 -0.085 -0.049 -0.304
N 3.342501 -4.088169 5.027018 -0.060 -0.016 0.038 -0.306
H 1.186785 -2.841287 5.506938 0.053 0.040 -0.007 0.237
H 1.022261 -3.390765 7.139290 0.023 0.015 0.031 0.167
H 4.195503 -4.609629 4.958393 0.027 0.008 0.005 0.186
H 3.030858 -3.548971 4.242235 -0.010 0.006 -0.010 0.150
```
Forces are in eV/Å.

Calculated values
Calculated total energy: -246451.020 eV
Spin multiplicity: 1